No. 1
Below is C19H23F3N2ORuS as an isolated structure in a non-equilibrium geometry, with properties calculated with the ωB97M-V functional and the def2-TZVPD basis.

Results
- relative energy (zero: lowest compared OMol25 entry of this formula, charge and spin) (kJ/mol) = 270.30
- max |F| (eV Å⁻¹) = 3.085
- calculated total energy (a.u.) = -1714.97060
- orbital gap (spin up / spin down) (Eh) = 0.23842 / 0.26501
- net charge = +1
- <S²> = 1.030
- molecular weight (g mol⁻¹) = 485.54
- 2S+1 = 2
- LUMO (spin up / spin down) (eV) = -4.692 / -4.038

Cartesian coordinates (Å):
Ru 0.07 -0.23 -0.24
C 2.14 -1.36 1.95
C 1.03 -2.34 2.38
C 1.62 -3.74 2.54
C -0.12 -2.27 1.40
C -1.16 -1.33 1.63
C -2.20 -1.18 0.71
C -2.26 -1.97 -0.46
C -3.36 -1.77 -1.45
C -1.29 -2.97 -0.62
C -0.25 -3.12 0.29
H 2.75 -1.08 2.81
H 1.71 -0.43 1.51
H 2.78 -1.83 1.21
H 0.65 -2.02 3.36
H 2.08 -4.08 1.61
H 0.86 -4.46 2.83
H 2.39 -3.72 3.30
H -1.18 -0.77 2.56
H -3.01 -0.50 0.92
H -3.38 -0.73 -1.78
H -4.33 -1.98 -0.99
H -3.24 -2.42 -2.31
H -1.37 -3.66 -1.45
H 0.47 -3.91 0.14
F -1.76 4.53 -1.76
C -2.06 4.59 -0.46
F -2.12 5.88 -0.13
F -3.30 4.10 -0.31
C -1.05 3.84 0.38
C -0.31 4.51 1.34
C 0.65 3.81 2.06
C 0.83 2.46 1.79
N 0.10 1.81 0.89
C -0.83 2.47 0.18
S -1.72 1.50 -0.94
H -0.48 5.56 1.52
H 1.24 4.30 2.81
H 1.58 1.89 2.32
N 1.79 1.84 -3.82
C 1.45 1.07 -2.79
O 1.14 1.55 -1.70
C 1.43 -0.43 -3.00
C 1.57 -1.15 -1.68
H 1.74 2.85 -3.74
H 2.06 1.45 -4.71
H 2.23 -0.73 -3.70
H 0.47 -0.68 -3.46
H 2.53 -0.91 -1.19
H 1.45 -2.22 -1.80

No. 2
Below is C19H23F4N4O2Sn as an isolated structure, with properties calculated with the ωB97M-V functional and the def2-TZVPD basis.

Results
- relative energy (zero: lowest compared OMol25 entry of this formula, charge and spin) (kJ/mol) = 0.00
- max |F| (eV Å⁻¹) = 0.335
- calculated total energy (a.u.) = -1719.97696
- orbital gap (Eh) = 0.17016
- net charge = +3
- molecular weight (g mol⁻¹) = 534.12
- LUMO (eV) = -13.080

Cartesian coordinates (Å):
Sn -0.23 -0.85 0.13
C 3.06 -1.17 0.26
C 2.62 0.27 0.03
N 1.43 0.37 -0.87
C 1.65 -0.30 -2.20
C 2.78 0.30 -3.03
C 1.04 1.79 -0.99
C -0.22 2.11 -1.81
N -1.19 1.01 -1.88
C -2.23 1.03 -2.62
C -3.04 -0.20 -2.70
F -2.66 -1.22 -1.97
C -4.11 -0.30 -3.54
F -4.79 -1.41 -3.64
C -4.49 0.82 -4.30
C -3.81 2.05 -4.24
F -4.23 3.06 -4.95
C -2.72 2.17 -3.43
F -2.08 3.30 -3.35
H 3.82 -1.19 1.05
H 2.25 -1.83 0.60
H 3.51 -1.63 -0.62
H 2.34 0.75 0.97
H 3.44 0.85 -0.39
H 1.85 -1.35 -2.01
H 0.71 -0.25 -2.76
H 3.74 0.22 -2.53
H 2.86 -0.26 -3.96
H 2.61 1.34 -3.28
H 0.92 2.16 0.03
H 1.86 2.36 -1.43
H -0.71 2.97 -1.34
H 0.02 2.44 -2.82
H -5.35 0.73 -4.96
O 0.40 -3.04 2.01
C -0.12 -3.19 3.36
N 0.81 -2.83 4.38
C 0.95 -1.58 4.96
O 1.59 -1.37 5.94
C 0.28 -0.48 4.17
C -0.64 0.41 4.71
C -1.27 1.32 3.86
C -1.00 1.28 2.50
N -0.08 0.44 1.98
C 0.58 -0.37 2.83
H 1.01 -3.77 1.83
H -0.44 -4.22 3.50
H -1.00 -2.55 3.38
H 1.28 -3.57 4.89
H -0.87 0.40 5.77
H -1.97 2.05 4.24
H -1.52 1.93 1.81
H 1.37 -0.98 2.42

No. 3
Below is a single C19H23F4NO2 molecule in a non-equilibrium geometry, with properties calculated with the ωB97M-V functional and the def2-TZVPD basis.

Results
- max |F| (eV Å⁻¹) = 4.033
- calculated total energy (a.u.) = -1342.40033
- orbital gap (Eh) = 0.35327
- molecular weight (g mol⁻¹) = 373.39
- structure (SMILES) = C[C@](O)(c1ccc(C(=O)N(C2CC2)[C@H]2CC[C@@H](F)CC2)cc1)C(F)(F)F
- LUMO (eV) = 0.484

Cartesian coordinates (Å):
C -0.89 5.05 1.89
C 0.61 4.87 1.33
O 0.71 5.79 0.17
C 0.80 3.48 0.74
C -0.30 2.72 0.22
C -0.14 1.34 -0.21
C 1.09 0.66 -0.30
C 1.13 -0.73 -0.77
O 1.93 -0.90 -1.69
N 0.26 -1.72 -0.26
C -0.13 -1.52 1.16
C 0.79 -1.24 2.36
C 0.36 -2.61 2.11
C -0.16 -2.77 -1.22
C -1.07 -2.12 -2.31
C -1.31 -3.10 -3.45
C -2.19 -4.24 -2.84
F -3.31 -3.71 -2.24
C -1.40 -4.98 -1.65
C -0.84 -3.90 -0.57
C 2.17 1.43 0.07
C 1.98 2.70 0.65
C 1.63 5.43 2.33
F 1.86 4.46 3.23
F 1.30 6.60 2.93
F 2.81 5.72 1.65
H -1.69 5.27 1.08
H -1.12 4.26 2.57
H -0.76 5.99 2.50
H 1.41 5.47 -0.50
H -1.29 2.99 0.19
H -1.11 0.74 -0.53
H -1.19 -1.32 1.25
H 1.82 -0.94 2.22
H 0.19 -0.64 3.20
H 1.14 -3.30 1.79
H -0.33 -2.97 2.91
H 0.83 -3.11 -1.74
H -0.66 -1.22 -2.70
H -1.92 -1.88 -1.74
H -0.42 -3.56 -3.76
H -1.70 -2.69 -4.36
H -2.47 -4.88 -3.74
H -0.41 -5.38 -1.99
H -1.98 -5.77 -1.23
H -0.27 -4.31 0.22
H -1.79 -3.65 -0.03
H 3.17 0.97 0.00
H 2.88 3.20 1.04

No. 4
Below is C19H23MnNP as an isolated structure in a non-equilibrium geometry, with properties calculated with the ωB97M-V functional and the def2-TZVPD basis.

Results
- relative energy (zero: lowest compared OMol25 entry of this formula, charge and spin) (kJ/mol) = 0.00
- max |F| (eV Å⁻¹) = 1.845
- calculated total energy (a.u.) = -2284.59739
- orbital gap (spin up / spin down) (Eh) = 0.31385 / 0.29805
- net charge = +1
- <S²> = 3.850
- molecular weight (g mol⁻¹) = 351.31
- 2S+1 = 4
- LUMO (spin up / spin down) (eV) = -2.995 / -3.065

Cartesian coordinates (Å):
C -1.48 -1.63 -3.79
Mn -0.71 -0.21 -2.51
N 0.95 0.24 -3.84
H -1.93 -0.97 -1.58
H -2.43 -0.80 -2.25
H -2.47 -2.06 -3.58
H -0.73 -2.44 -3.77
H -1.50 -1.10 -4.75
H 1.85 -0.15 -3.55
H 1.14 1.23 -4.02
H 0.76 -0.17 -4.75
C 0.35 4.22 2.02
C 0.97 4.02 0.78
C 0.75 2.83 0.07
C -0.07 1.83 0.62
C -0.72 2.06 1.85
C -0.50 3.25 2.55
P -0.15 0.20 -0.23
C 1.50 -0.52 0.16
C 2.17 -1.33 -0.78
C 3.47 -1.76 -0.52
C 4.09 -1.43 0.69
C 3.41 -0.67 1.65
C 2.12 -0.21 1.38
C -1.40 -0.69 0.77
C -1.07 -1.81 1.54
C -2.06 -2.45 2.28
C -3.39 -2.00 2.22
C -3.72 -0.89 1.43
C -2.73 -0.23 0.71
H 0.54 5.14 2.58
H 1.63 4.78 0.37
H 1.23 2.68 -0.90
H -1.39 1.31 2.27
H -1.00 3.40 3.51
H 1.67 -1.63 -1.70
H 4.00 -2.36 -1.26
H 5.11 -1.78 0.90
H 3.88 -0.42 2.60
H 1.60 0.41 2.12
H -0.04 -2.17 1.57
H -1.80 -3.31 2.90
H -4.17 -2.52 2.78
H -4.76 -0.55 1.36
H -2.98 0.65 0.11

Question: Among the records above, which one has the lowest molecular weight?
Answer: C19H23MnNP